This record from the OMol25 dataset describes C19H10Cl2N3O4Ru as an isolated structure at a distorted geometry. The level of theory is wB97M-V/def2-TZVPD.

XYZ file:
```
39
Properties=species:S:1:pos:R:3:forces:R:3
Ru 1.71955 1.22575 -2.80288 0.082 -0.094 -0.273
Cl -4.19388 -0.05450 1.69477 0.085 -0.024 -0.083
C -2.94288 0.16559 0.46820 0.047 0.234 -0.117
C -2.66887 1.63842 0.33849 -0.086 -0.090 0.060
C -1.85052 2.28454 -0.53526 0.477 -0.103 -0.094
Cl -1.74057 3.98813 -0.56054 0.073 -0.255 -0.028
C -0.89258 1.52648 -1.29360 0.131 0.188 -0.062
O 0.16454 2.02250 -1.78914 -0.694 -0.103 0.062
C -1.08869 0.08274 -1.64697 0.581 -0.250 0.288
C 0.67530 -1.39324 -2.55990 -0.139 0.137 0.203
O 1.24477 -0.74331 -3.40723 0.379 0.271 -0.027
C -2.37953 -1.62625 -0.70068 -0.095 0.114 0.228
H -3.24104 2.27615 1.00772 -0.013 -0.026 0.010
H 0.63843 -2.49025 -2.53980 -0.080 0.140 -0.069
H -2.48532 -2.68960 -0.84926 -0.020 -0.107 -0.031
O -1.66279 -0.77071 3.36083 -0.426 0.342 -0.234
N -0.45832 -0.83520 3.40366 -0.368 -0.562 -0.649
O 0.21091 -1.08671 4.34993 0.503 -0.082 1.059
C 0.28594 -0.64399 2.12570 0.017 0.239 -0.388
C 1.62194 -0.41800 2.30724 -0.024 0.085 -0.116
C 2.47313 -0.04887 1.23334 -0.050 -0.020 -0.157
C 3.83368 0.29037 1.40564 0.017 0.061 -0.248
C 4.54459 0.71608 0.30892 -0.044 -0.034 0.094
C 3.88115 0.87028 -0.91340 0.428 0.221 -0.361
N 2.60241 0.55710 -1.10604 -0.159 -0.083 0.209
C 1.90869 0.02777 -0.04803 -0.052 -0.076 0.172
C 0.56880 -0.42422 -0.21044 -0.004 0.085 -0.202
N 0.08889 -0.56707 -1.54518 -0.802 -0.089 0.236
C -2.33200 -0.65159 -1.85285 0.053 0.228 -0.230
C -3.41440 -0.48591 -0.84524 0.212 0.025 0.176
C -1.82348 -0.99062 0.59749 -0.071 -0.069 0.305
C -0.33291 -0.68263 0.83053 0.120 -0.014 0.233
H 2.01387 -0.46831 3.32017 -0.025 0.007 -0.121
H 4.29336 0.22181 2.38362 0.029 -0.008 0.020
H 5.59243 0.97790 0.37502 -0.023 0.011 -0.010
H 4.41837 1.29662 -1.77243 -0.175 -0.163 0.345
H -2.63734 -0.99039 -2.83547 0.037 -0.093 -0.097
H -4.45491 -0.51900 -1.13297 -0.060 -0.105 0.000
H -2.18068 -1.58787 1.43604 0.138 0.059 -0.104
```
Forces are in eV/Å.

Calculated values
Highest occupied orbital energy   -19.45 eV
LUMO   -13.39 eV
Charge   +3

=====

This record from the OMol25 dataset describes C40H72F2I2N7O13PS2 as an isolated structure. The level of theory is wB97M-V/def2-TZVPD.

XYZ file:
```
139
Properties=species:S:1:pos:R:3:forces:R:3
C 1.35069 4.78917 2.05768 0.221 -0.565 -0.018
C 2.51325 5.23132 1.18336 -0.048 0.289 0.248
O 2.12384 5.38340 -0.17307 0.002 0.008 0.025
C 1.74712 4.18185 -0.80130 0.101 -0.087 -0.268
C 2.93329 3.35966 -1.32145 -0.453 -0.128 0.372
C 2.50125 2.41842 -2.45850 0.309 -0.083 -0.099
C 2.71095 0.93314 -2.13720 0.510 0.204 0.269
C 1.87735 0.37702 -0.96711 0.019 0.374 -0.338
C 0.59490 -0.47089 -1.21463 -0.116 -0.011 0.199
C -0.59705 0.53158 -1.28368 0.065 0.083 -0.420
C -1.94000 0.15136 -1.92578 -0.132 0.089 0.166
C -3.12332 0.22736 -0.99097 0.001 -0.505 -0.381
O -3.16835 0.93072 -0.02252 -0.170 0.631 0.181
N -4.21923 -0.57460 -1.42916 -0.303 0.200 0.589
C -5.49637 -0.23445 -0.89141 -0.482 0.001 0.348
C -6.03860 1.03103 -1.16209 -0.410 -0.476 0.419
C -7.28950 1.38435 -0.64113 0.445 -0.619 0.089
C -8.01400 0.47513 0.14608 0.626 -0.146 -0.307
C -7.48164 -0.79559 0.39416 0.443 0.432 -0.395
C -6.22393 -1.15152 -0.11755 -0.333 0.681 -0.161
C 0.82169 -1.38168 -2.47677 -0.565 0.276 0.069
C 0.82698 -0.89374 -3.92778 0.379 -0.244 0.018
I -0.02673 0.88479 -4.66084 -0.200 -0.095 0.209
C 1.50186 -1.56021 -4.87218 0.111 0.243 -0.215
C 1.59686 -1.18030 -6.32728 -0.024 -0.138 0.045
I 2.71012 -3.22850 -4.45214 0.032 -0.050 0.099
S -0.24166 -2.90352 -2.42211 0.163 -0.436 -0.395
O -1.02115 -2.98910 -3.61783 0.073 0.010 0.490
O 0.54422 -4.01210 -1.99014 -0.056 0.225 -0.101
O -1.34514 -2.62667 -1.28178 0.145 0.593 -0.176
C -0.98001 -2.02124 -0.04218 -0.036 -0.103 0.036
S -1.64714 -3.22692 1.15549 0.476 -0.709 0.042
O -1.44407 -4.56454 0.72054 -0.211 0.429 0.133
O -1.42365 -2.84971 2.50779 -0.112 0.179 -0.083
F -3.16701 -2.90488 0.85841 -0.089 0.109 -0.040
C 0.42479 -1.42588 0.08011 0.150 -0.260 0.339
C 1.65412 -2.36096 0.28373 0.060 -0.054 0.054
C 1.58359 -3.57980 1.19970 0.544 -0.074 0.183
F 1.27979 -4.74700 0.51567 -0.072 0.076 0.076
P 0.51048 -0.21581 1.60503 -0.146 0.198 -0.392
N -1.12884 0.04427 1.96578 0.348 0.035 0.306
O 0.97320 -1.27221 2.78258 -0.091 0.088 0.067
H 1.56381 4.97163 3.11159 -0.025 0.163 0.020
H 0.42904 5.27662 1.75424 -0.022 0.174 0.134
H 1.17242 3.71589 1.96144 -0.082 -0.015 0.062
H 3.36202 4.54161 1.27218 -0.014 -0.102 -0.044
H 2.87171 6.20361 1.51899 -0.045 -0.029 -0.221
H 1.13845 3.55704 -0.13860 -0.122 0.028 -0.003
H 1.10527 4.45815 -1.64071 0.047 0.121 -0.036
H 3.71948 4.04489 -1.63257 0.023 0.032 -0.080
H 3.32086 2.76273 -0.49124 0.218 0.068 -0.004
H 1.47206 2.64137 -2.73547 -0.061 -0.101 -0.087
H 3.12248 2.63085 -3.33055 -0.175 0.066 -0.150
H 2.71516 0.31921 -3.03536 -0.274 -0.016 -0.044
H 3.75096 0.89298 -1.79464 0.006 -0.147 -0.032
H 2.55856 -0.17665 -0.33023 0.002 -0.108 -0.016
H 1.57630 1.24285 -0.37404 0.009 -0.114 0.065
H -0.22706 1.41373 -1.80351 0.055 -0.049 -0.029
H -0.81142 0.89699 -0.27769 0.044 -0.039 0.025
H -2.20391 0.89584 -2.68035 0.041 0.021 -0.075
H -1.98443 -0.79021 -2.46223 0.147 -0.039 -0.094
H -4.00450 -1.54801 -1.23102 0.127 -0.095 -0.527
H -5.47240 1.72005 -1.77528 -0.034 0.057 0.005
H -7.68275 2.37041 -0.85181 -0.072 -0.027 0.027
H -8.97469 0.75592 0.55445 -0.022 -0.015 -0.001
H -8.02410 -1.50911 0.99976 -0.041 0.012 -0.009
H -5.81506 -2.13334 0.09043 0.047 0.019 0.010
H 1.83034 -1.77254 -2.34814 -0.114 -0.311 0.082
H 0.59941 -1.13833 -6.76827 0.001 0.111 0.071
H 2.18364 -1.90239 -6.88435 0.023 -0.063 0.003
H 2.08819 -0.21008 -6.42037 -0.078 0.062 -0.046
H -1.66229 -1.18508 0.10955 -0.020 -0.059 0.136
H 2.43310 -1.74339 0.73363 0.004 0.025 0.006
H 2.09235 -2.71471 -0.64807 -0.148 -0.023 -0.083
H 2.58615 -3.73352 1.61352 0.011 0.054 -0.059
H 0.93459 -3.46617 2.06161 -0.317 -0.051 -0.143
H -1.42337 -0.41168 2.81930 -0.208 -0.222 -0.049
H -1.31717 1.03652 2.01770 -0.241 0.143 -0.044
H 1.50032 -0.76975 3.41301 0.120 -0.152 0.065
C 3.66530 7.75784 4.20260 -0.041 0.020 -0.059
O 3.73699 7.63500 2.99524 0.023 0.092 0.071
N 4.27311 6.93931 5.08199 0.030 -0.049 0.119
C 4.16100 7.12152 6.51387 0.053 -0.076 -0.100
C 5.06581 5.83705 4.56148 -0.051 0.067 -0.037
H 3.08291 8.56126 4.68440 0.014 0.001 0.010
H 5.14388 7.28603 6.95988 -0.012 0.016 0.033
H 3.70942 6.24363 6.98021 -0.011 0.016 0.033
H 3.53532 7.98676 6.72293 -0.010 0.014 -0.003
H 5.87279 6.21227 3.93204 0.010 -0.020 -0.006
H 4.44685 5.17598 3.95400 0.012 -0.018 -0.006
H 5.48510 5.27651 5.39307 0.001 -0.001 0.020
C -2.68220 -2.27775 -5.97594 0.043 -0.110 0.213
O -1.66430 -1.65943 -6.22496 0.004 0.084 -0.222
N -3.79124 -2.24917 -6.73883 -0.108 0.004 -0.078
C -4.97932 -3.00121 -6.39367 0.060 0.091 -0.090
C -3.78519 -1.43541 -7.94177 0.055 -0.025 0.075
H -2.77124 -2.91749 -5.08441 -0.012 0.027 -0.058
H -5.22591 -3.71596 -7.18163 -0.025 -0.025 0.022
H -5.83077 -2.33277 -6.24959 -0.025 -0.025 0.022
H -4.80621 -3.54796 -5.46927 0.012 -0.006 0.015
H -2.99809 -1.76447 -8.62091 -0.005 0.015 -0.021
H -3.59866 -0.39000 -7.69383 -0.002 0.011 -0.023
H -4.74934 -1.52340 -8.43639 -0.017 -0.006 -0.002
C -2.83862 4.49785 0.82694 0.090 -0.357 -0.021
O -1.81301 4.02025 1.28057 -0.018 0.043 0.004
N -3.11603 5.81181 0.79882 -0.124 0.186 -0.037
C -4.35782 6.31977 0.25172 0.159 0.042 0.063
C -2.13597 6.74546 1.32911 0.007 -0.099 -0.019
H -3.63431 3.87107 0.38927 0.015 -0.017 0.034
H -4.16234 6.98966 -0.58776 -0.036 0.007 -0.021
H -4.91776 6.86787 1.01200 -0.038 -0.002 -0.016
H -4.96701 5.48977 -0.09926 -0.011 -0.026 0.000
H -1.19550 6.66182 0.78405 0.020 0.025 -0.003
H -1.93742 6.53363 2.38020 0.016 0.015 0.006
H -2.51971 7.75756 1.22967 -0.016 0.014 0.000
C 6.14547 -3.58734 2.38422 -0.036 0.059 0.031
O 6.73902 -2.55375 2.14266 0.001 0.016 -0.014
N 6.04535 -4.62507 1.53165 -0.009 -0.094 0.041
C 5.30933 -5.82939 1.86463 0.023 0.125 -0.193
C 6.69253 -4.51993 0.23548 -0.011 0.057 0.065
H 5.62167 -3.76093 3.33984 0.009 -0.018 0.002
H 5.96331 -6.70302 1.83754 -0.019 -0.015 0.030
H 4.49729 -5.97488 1.14876 -0.050 -0.092 0.069
H 4.88682 -5.73644 2.86295 -0.013 -0.006 0.013
H 7.76601 -4.37232 0.35591 0.006 0.000 -0.023
H 6.29816 -3.66862 -0.32034 0.009 -0.002 -0.022
H 6.51236 -5.43296 -0.32630 -0.010 -0.016 0.000
C 0.33345 -6.94255 5.72246 0.032 -0.029 0.053
O 1.45597 -6.47656 5.77373 0.017 0.014 -0.010
N -0.53639 -6.72898 4.71884 -0.099 -0.011 -0.052
C -1.86115 -7.31114 4.70642 0.082 0.075 -0.052
C -0.12335 -5.88234 3.61084 0.122 -0.037 0.098
H -0.07142 -7.59571 6.51506 -0.008 0.002 -0.006
H -1.99216 -7.95143 3.83181 -0.029 -0.016 0.010
H -2.62415 -6.53033 4.68209 -0.027 -0.021 0.009
H -2.00467 -7.91136 5.60297 0.002 -0.007 0.014
H 0.76036 -6.30093 3.12770 -0.007 0.042 -0.043
H 0.12586 -4.88528 3.97625 -0.008 0.020 -0.049
H -0.92656 -5.81003 2.88447 -0.022 -0.024 -0.003
```
Forces are in eV/Å.

Calculated values
Highest occupied orbital energy   -8.56 eV
LUMO   0.05 eV
Charge   0

=====

This record from the OMol25 dataset describes a 7-piece molecular cluster, C8H31O7 overall at a distorted geometry. The level of theory is wB97M-V/def2-TZVPD.

XYZ file:
```
46
Properties=species:S:1:pos:R:3:forces:R:3
O -0.10050 0.22976 -0.58178 0.650 5.800 -1.046
H -0.50550 0.40276 0.26022 -1.003 1.772 1.194
H -0.08550 -0.63124 -0.57178 0.977 -8.820 -0.291
H -0.33550 0.52576 -1.50778 -0.935 1.282 0.056
C 2.30050 -3.40224 -0.12678 -1.352 3.014 1.139
O 1.59750 -2.06824 -0.14078 -1.090 -2.936 -0.486
H 3.30650 -2.92124 -0.22978 0.018 -2.304 0.840
H 2.04750 -3.92724 -1.02378 -0.128 -0.675 -0.267
H 1.85850 -3.81124 0.83722 1.693 -0.338 -1.265
H 2.36450 -1.53624 -0.20378 -0.375 1.070 0.289
C -2.29550 0.60876 -3.29578 -2.597 4.723 3.738
O -0.97750 1.14076 -2.95678 -1.204 1.477 -0.834
H -3.06650 0.39676 -2.40278 2.210 0.670 -1.273
H -2.22150 -0.23924 -3.76578 0.744 -4.629 -2.785
H -2.85050 1.35676 -3.90078 0.491 -0.565 0.161
H -0.99350 2.05976 -3.39178 0.570 -2.060 1.383
C -2.77250 1.76276 0.69422 -2.665 -2.201 -0.989
O -1.62750 2.28776 0.24822 3.123 -0.674 -2.236
H -3.46450 1.59076 -0.15078 -0.293 0.102 0.715
H -3.13450 2.33176 1.49622 -1.385 0.966 0.901
H -2.51150 0.87476 1.14922 -0.116 -2.650 0.882
H -1.79250 3.09276 0.61122 1.220 4.484 0.748
C -1.41250 -3.47924 -0.61478 -0.313 -1.453 0.259
O -1.78050 -2.11624 -0.70678 -1.625 1.002 1.325
H -2.24950 -4.17424 -0.18378 1.234 1.352 -1.116
H -0.57750 -3.59824 0.13922 -0.474 0.067 -1.448
H -1.24250 -3.63024 -1.70878 0.663 -1.413 1.235
H -2.70950 -2.10624 -0.41178 0.616 0.579 -0.245
C -1.06850 -0.12524 3.32222 -3.099 3.204 -0.711
O -0.14750 0.17676 2.27022 -5.405 0.644 -3.531
H -1.32250 0.92976 3.94322 0.426 -3.105 -1.487
H -0.42750 -0.75724 3.80322 0.187 -2.084 2.858
H -2.01650 -0.64524 2.91622 1.568 0.964 0.833
H 0.56750 0.09676 2.77222 5.522 -0.150 2.003
C 2.21050 2.39876 -0.74678 1.460 2.022 -1.161
C 2.73450 1.38576 0.22822 3.041 0.426 1.352
C 2.30250 1.56976 1.73022 -0.159 0.377 -2.780
O 2.42250 0.05376 -0.22578 5.175 0.472 -1.907
H 2.48450 2.03976 -1.81378 -0.571 0.988 1.683
H 2.48850 3.54676 -0.55978 0.330 -2.661 -0.401
H 1.18050 2.51376 -0.60478 -1.974 -0.373 -0.293
H 3.86950 1.46476 0.22522 -1.158 0.002 -0.015
H 1.20150 1.40776 1.58722 0.810 1.953 0.797
H 2.84550 2.58076 2.03422 -1.844 -2.356 0.147
H 2.50550 0.61076 2.21622 1.134 0.586 0.508
H 3.40150 -0.26824 -0.65678 -4.097 1.447 1.523
```
Forces are in eV/Å.

Calculated values
Relative energy (zero: lowest compared OMol25 entry of this formula, charge and spin)   673.68 kJ/mol
Highest occupied orbital energy   -12.78 eV
LUMO   -2.24 eV
Charge   +1

=====

This record from the OMol25 dataset describes C5H8O4Zn as an isolated structure at a distorted geometry. The level of theory is wB97M-V/def2-TZVPD.

XYZ file:
```
18
Properties=species:S:1:pos:R:3:forces:R:3
C 2.72022 -0.53728 -0.44584 -0.697 0.894 -0.143
C 1.84048 0.77967 0.09033 2.095 1.979 3.704
O 2.20761 1.35447 1.23955 -3.134 -3.509 -7.009
O 0.74854 1.22609 -0.79512 1.462 -1.847 3.467
C -0.49527 1.49039 -0.05529 -1.164 1.548 1.032
C -1.81208 0.69169 -0.61696 -0.461 3.638 -0.409
O -1.61003 -0.74094 -0.88125 -0.262 -3.216 4.944
C -1.87709 -1.57487 0.30042 -6.838 5.086 0.431
O -2.90128 -1.45673 1.14898 7.369 -1.247 -4.845
H 3.59785 -0.81486 0.27810 -1.853 0.868 -1.350
H 1.93668 -1.42235 -0.49644 1.353 1.594 -0.062
H 3.11539 -0.27221 -1.52058 -0.845 -0.672 2.094
H -0.72759 2.65309 -0.19545 0.283 -2.600 0.299
H -0.40042 1.34312 1.11951 0.150 0.141 -2.460
H -2.70167 0.93375 0.12090 1.815 -0.898 -1.399
H -2.10734 1.21934 -1.64467 0.710 -1.795 1.971
H -1.13273 -2.48775 0.48842 -0.849 -0.166 -2.450
Zn -0.40128 -2.38461 1.86539 0.866 0.203 2.186
```
Forces are in eV/Å.

Calculated values
Highest occupied orbital energy   -17.75 eV
LUMO   -14.52 eV
Charge   +2